[1]
Computed, not measured: C40H41ClIrNOP2 as an isolated structure, with ωB97M-V/def2-TZVPD.

Cartesian coordinates (Å):
1 Ir 0.0426 -0.0483 -0.6724
2 Cl -0.4867 -0.1633 -2.9754
3 P -0.0520 2.2161 -0.7543
4 P 0.0303 -2.3143 -0.5631
5 C 0.0603 3.1020 0.8838
6 C -1.6248 2.9285 -1.3516
7 C 1.3586 2.8094 -1.7200
8 C 1.5970 -3.1892 -0.7906
9 C -0.5430 -3.0965 1.0145
10 C -1.2424 -2.8801 -1.7331
11 C 1.2007 3.8166 1.2811
12 C 1.2199 4.4657 2.5219
13 C 0.1349 4.3690 3.3982
14 C -0.9996 3.6575 2.9869
15 C -1.0575 3.0685 1.7265
16 H 2.0691 3.8742 0.6263
17 H 2.1037 5.0332 2.8210
18 H 0.1823 4.8429 4.3925
19 H -1.8465 3.5836 3.6624
20 H -1.9898 2.6198 1.3895
21 C 2.6464 2.3055 -1.4652
22 C 3.7467 2.8931 -2.1042
23 C 3.5458 3.9492 -3.0024
24 C 2.2451 4.3826 -3.3116
25 C 1.1387 3.7908 -2.6972
26 H 2.7692 1.4174 -0.8288
27 H 4.7551 2.5223 -1.8903
28 H 4.3998 4.4287 -3.4830
29 H 2.0767 5.1899 -4.0225
30 H 0.1124 4.0959 -2.9192
31 C -2.0047 4.2469 -1.0411
32 C -3.1570 4.7888 -1.6187
33 C -3.9522 4.0423 -2.4959
34 C -3.6066 2.7134 -2.7642
35 C -2.4849 2.1561 -2.1504
36 H -1.4007 4.8430 -0.3518
37 H -3.4346 5.8054 -1.3574
38 H -4.8255 4.4842 -2.9696
39 H -4.1978 2.0945 -3.4471
40 H -2.2460 1.1002 -2.3401
41 C -1.8591 -3.5669 1.1530
42 C -2.2346 -4.2220 2.3319
43 C -1.3601 -4.2784 3.4256
44 C -0.0702 -3.7440 3.2909
45 C 0.3663 -3.2156 2.0770
46 H -2.5896 -3.4201 0.3526
47 H -3.2349 -4.6586 2.3986
48 H -1.7012 -4.7201 4.3725
49 H 0.5994 -3.7585 4.1467
50 H 1.4151 -2.9306 1.9571
51 C 2.6771 -2.5139 -1.3710
52 C 3.8398 -3.1951 -1.7340
53 C 3.9726 -4.5419 -1.3834
54 C 2.9419 -5.1935 -0.6925
55 C 1.7500 -4.5296 -0.3949
56 H 2.5873 -1.4475 -1.5289
57 H 4.6251 -2.6594 -2.2787
58 H 4.8731 -5.0821 -1.6564
59 H 3.0440 -6.2261 -0.3718
60 H 0.9346 -5.0300 0.1366
61 C -0.9522 -3.9509 -2.5720
62 C -1.9553 -4.4157 -3.4266
63 C -3.1649 -3.7181 -3.5534
64 C -3.3863 -2.5588 -2.7985
65 C -2.4476 -2.1549 -1.8448
66 H 0.0395 -4.4071 -2.5241
67 H -1.7651 -5.3101 -4.0068
68 H -3.9349 -4.0750 -4.2441
69 H -4.2859 -1.9508 -2.9471
70 H -2.6079 -1.2356 -1.2622
71 H 2.5337 0.1006 -2.1400
72 H 1.7699 0.1125 -1.7573
73 C 0.7161 0.4132 4.7030
74 N -0.1332 0.0741 3.5616
75 C -1.5580 -0.1818 3.7313
76 C 0.2722 0.1156 2.2805
77 C 1.6577 0.3149 1.8245
78 O -0.6513 -0.0482 1.4064
79 H 0.1302 0.3222 5.6283
80 H 1.1132 1.4472 4.6496
81 H 1.6013 -0.2496 4.7755
82 H -2.1774 0.6119 3.2378
83 H -1.8500 -1.1568 3.2571
84 H -1.7552 -0.2006 4.8066
85 H 2.3277 -0.2115 2.5211
86 H 1.7366 -0.1045 0.7721
87 H 1.8674 1.4065 1.8074

Forces on atoms 1 to 2 (eV/Å):
0.061 -0.044 -1.703
-0.092 0.173 -0.215

Properties
- HOMO-LUMO gap (alpha / beta) (eV) = 6.65 / 3.51
- net charge = +3
- ⟨S²⟩ = 8.7861
- molar mass (g mol⁻¹) = 841.39
- spin multiplicity = 6
- LUMO (alpha / beta) (Eh) = -0.311 / -0.473
- HOMO energy (alpha / beta) (eV) = -15.1 / -16.4


[2]
Computed, not measured: an isolated ion of composition C3H7N2OS and charge +1, with ωB97M-V/def2-TZVPD.

Cartesian coordinates (Å):
1 C 0.2553 -1.2877 -0.2910
2 C -0.5101 -0.6551 -1.4069
3 C -0.5665 0.9211 0.5357
4 N -0.1148 2.2314 1.0858
5 N 0.6178 -0.0759 0.5182
6 O -0.8229 1.2840 1.8585
7 S -1.6539 0.5805 -0.8118
8 H -0.3446 -2.0233 0.2242
9 H 0.9960 -1.9053 -0.7468
10 H 0.1032 0.0341 -2.0963
11 H -1.0072 -1.5094 -1.9728
12 H 0.8292 2.3465 1.4406
13 H 0.7924 -0.2172 1.5401
14 H 1.4261 0.2761 0.1223

Forces on atoms 1 to 2 (eV/Å):
-0.895 0.213 -0.578
0.977 -1.472 -1.438

Properties
- HOMO-LUMO gap (alpha / beta) (eV) = 5.64 / 7.23
- net charge = +1
- ⟨S²⟩ = 2.0039
- molar mass (g mol⁻¹) = 119.17
- spin multiplicity = 3
- LUMO (alpha / beta) (Eh) = -0.130 / -0.279
- HOMO energy (alpha / beta) (eV) = -9.2 / -14.8
- energy relative to the best compared isomer or geometry (same formula, charge and spin) (eV) = 5.2192


[3]
Computed, not measured: a 2-piece molecular cluster, C2H6O2Si2 overall, with ωB97M-V/def2-TZVPD.

Cartesian coordinates (Å):
1 C 1.7563 1.4422 -0.3464
2 C 0.6984 0.6303 -0.6255
3 Si 0.0871 -0.6201 0.7305
4 O -1.2507 -1.3334 0.5650
5 H 1.8787 2.4081 -0.8146
6 H 2.2566 1.3529 0.6308
7 H 0.0427 0.6204 -1.4895
8 H 0.9977 -0.4860 1.8267
9 O -3.6569 1.4588 0.3937
10 Si -3.5759 0.2581 -0.5163
11 H -2.5484 0.2504 -1.6257
12 H -4.5614 -0.7941 -0.5273

Forces on atoms 1 to 2 (eV/Å):
-2.290 -0.396 0.869
0.733 -1.016 1.623

Properties
- HOMO-LUMO gap (eV) = 9.35
- SMILES string = C=C[SiH]=O.O=[SiH2]
- molar mass (g mol⁻¹) = 118.24
- LUMO (Eh) = -0.024
- HOMO energy (eV) = -10.0
- energy relative to the best compared isomer or geometry (same formula, charge and spin) (eV) = 3.4474


[4]
Computed, not measured: C31H41I2N6O6PReS3 as an isolated structure, with ωB97M-V/def2-TZVPD.

Cartesian coordinates (Å):
1 Re -0.0729 -0.2554 -0.3868
2 C 0.1619 3.0221 0.0578
3 C -0.7264 1.9481 0.5861
4 N -0.1391 0.9280 1.2550
5 N -0.8028 0.4507 2.3740
6 C -0.7029 -0.8045 2.5623
7 S 0.1593 -1.8314 1.3933
8 S -1.4161 -1.5734 3.9732
9 C -0.6306 -0.7460 5.4174
10 C -0.5192 0.7432 5.3336
11 C 0.7227 1.3432 5.1716
12 C 0.8253 2.7253 5.0929
13 C -0.3101 3.5153 5.1683
14 C -1.5534 2.9194 5.3350
15 C -1.6544 1.5430 5.4206
16 C -2.1603 1.9608 0.3946
17 C -2.9087 3.1380 0.2720
18 C -4.2558 3.0856 -0.0002
19 C -4.8751 1.8433 -0.1778
20 C -4.1562 0.6728 -0.1199
21 C -2.7767 0.7127 0.1285
22 O -2.0470 -0.3813 0.0513
23 H 1.2062 2.7304 0.1559
24 H 0.0018 3.9204 0.6623
25 H -0.0843 3.2604 -0.9765
26 H 0.3408 -1.2099 5.5798
27 H -1.3003 -1.0375 6.2277
28 H 1.6118 0.7258 5.1190
29 H 1.7977 3.1876 4.9885
30 H -0.2281 4.5927 5.1093
31 H -2.4434 3.5311 5.4037
32 H -2.6253 1.0766 5.5388
33 H -2.4218 4.0915 0.4334
34 H -4.8351 3.9948 -0.0750
35 H -5.9367 1.8041 -0.3854
36 H -4.6206 -0.2899 -0.2871
37 C 5.0780 4.4980 1.9835
38 C 4.6667 3.2196 1.3126
39 C 3.8586 2.2989 1.9741
40 C 3.4380 1.1383 1.3499
41 C 3.8500 0.8845 0.0506
42 C 4.6548 1.7845 -0.6321
43 C 5.0612 2.9446 0.0061
44 S 3.1760 -0.4909 -0.8183
45 O 3.9189 -0.6613 -2.0343
46 O 2.9765 -1.5995 0.0653
47 N 1.6688 0.0829 -1.2138
48 C 1.6581 0.8550 -2.4512
49 C 0.2179 1.0228 -2.9257
50 O -0.0592 1.2439 -4.0877
51 O -0.6435 0.9530 -1.9629
52 H 5.0784 4.3920 3.0673
53 H 4.3852 5.3026 1.7278
54 H 6.0728 4.8081 1.6665
55 H 3.5527 2.4895 2.9937
56 H 2.8113 0.4308 1.8707
57 H 4.9678 1.5603 -1.6424
58 H 5.6970 3.6469 -0.5181
59 H 2.2524 0.3620 -3.2186
60 H 2.0813 1.8544 -2.2825
61 C -2.5609 -1.2169 -4.3290
62 N -1.4062 -2.1032 -4.1693
63 C -0.3627 -1.8469 -5.1649
64 P -1.0217 -2.7008 -2.6962
65 O -0.3463 -1.7565 -1.7303
66 N 0.1008 -3.8727 -2.9935
67 C 1.0916 -4.2288 -1.9806
68 C -0.1967 -4.9569 -3.9165
69 N -2.4624 -3.2075 -2.0708
70 C -2.6243 -3.4083 -0.6342
71 C -3.3135 -4.0968 -2.8512
72 H -3.0977 -1.4839 -5.2425
73 H -2.2257 -0.1803 -4.3969
74 H -3.2348 -1.3131 -3.4813
75 H -0.6948 -2.2158 -6.1390
76 H 0.5570 -2.3592 -4.8920
77 H -0.1676 -0.7765 -5.2363
78 H 1.3278 -3.3733 -1.3529
79 H 2.0088 -4.5427 -2.4820
80 H 0.7408 -5.0530 -1.3504
81 H -0.8833 -4.6224 -4.6920
82 H -0.6329 -5.8210 -3.4036
83 H 0.7292 -5.2798 -4.3969
84 H -2.0734 -2.6653 -0.0725
85 H -2.3007 -4.4103 -0.3300
86 H -3.6814 -3.2973 -0.3859
87 H -3.1508 -3.9514 -3.9167
88 H -4.3593 -3.8736 -2.6299
89 H -3.1287 -5.1469 -2.6023
90 I 2.2297 -2.1290 3.1899
91 I 4.0957 -2.4690 5.2721

Forces on atoms 1 to 2 (eV/Å):
-0.920 1.259 0.695
-0.115 0.048 0.008

Properties
- HOMO-LUMO gap (alpha / beta) (eV) = 6.44 / 6.63
- ⟨S²⟩ = 0.7633
- molar mass (g mol⁻¹) = 1160.89
- spin multiplicity = 2
- LUMO (alpha / beta) (Eh) = -0.054 / -0.055
- HOMO energy (alpha / beta) (eV) = -7.9 / -8.1
- energy relative to the best compared isomer or geometry (same formula, charge and spin) (eV) = 0.8130


[5]
Computed, not measured: one molecule with the formula C3H7N3O, with ωB97M-V/def2-TZVPD.

Cartesian coordinates (Å):
1 C 1.4305 1.3364 -0.0163
2 C 0.1887 0.5080 0.1152
3 N -1.0183 1.0927 -0.0357
4 C -1.9577 0.1998 0.1458
5 O -2.2172 -0.8069 -0.7197
6 N 0.1370 -0.7687 0.4206
7 N 1.2720 -1.5303 0.2619
8 H 1.1634 2.3875 0.0634
9 H 1.8970 1.1661 -0.9896
10 H 2.1547 1.0691 0.7523
11 H -2.8503 0.5304 0.6837
12 H -3.0393 -1.2581 -0.4917
13 H 1.7608 -1.4195 -0.6249
14 H 1.0786 -2.5068 0.4351

Forces on atoms 1 to 2 (eV/Å):
-0.080 -0.296 -0.489
1.493 -1.823 -0.547

Properties
- HOMO-LUMO gap (alpha / beta) (eV) = 7.71 / 7.71
- SMILES string = CC(/N=C\O)=N\N
- molar mass (g mol⁻¹) = 101.11
- LUMO (alpha / beta) (Eh) = 0.020 / 0.020
- HOMO energy (alpha / beta) (eV) = -7.2 / -7.2
- energy relative to the best compared isomer or geometry (same formula, charge and spin) (eV) = 3.7213


[6]
Computed, not measured: a 8-piece molecular cluster, C22H52Br2NO7 overall, with ωB97M-V/def2-TZVPD.

Cartesian coordinates (Å):
1 C 2.3224 -0.4963 -3.9404
2 C 1.6287 -1.0231 -2.6665
3 Br 0.1979 -2.2171 -3.3057
4 C 0.9403 0.2317 -1.9474
5 Br -1.0089 0.0178 -1.8560
6 C 1.5492 0.5605 -0.5916
7 C 2.9287 0.4418 -0.3833
8 C 3.4564 0.7906 0.8544
9 C 2.6341 1.2311 1.8473
10 N 1.3184 1.3302 1.6278
11 C 0.7759 1.0130 0.4481
12 H 3.2244 0.0654 -3.6558
13 H 2.5342 -1.2858 -4.6697
14 H 1.6081 0.1788 -4.4324
15 H 2.2659 -1.6147 -2.0063
16 H 1.0833 1.1119 -2.5856
17 H 3.5667 0.1105 -1.2004
18 H 4.5290 0.7333 1.0175
19 H 3.0210 1.5084 2.8256
20 H 0.7567 1.6905 2.4004
21 H -0.2987 1.1605 0.3643
22 C -0.1173 0.3212 6.2990
23 C -1.2124 1.2135 5.7568
24 O -0.8483 1.7236 4.4614
25 H 0.8216 0.8743 6.3765
26 H -0.3798 -0.0652 7.2833
27 H 0.0600 -0.5248 5.6275
28 H -1.3717 2.0646 6.4158
29 H -2.1485 0.6661 5.6672
30 H -0.7221 0.9620 3.8859
31 C -0.1671 -5.4343 -6.8959
32 C 1.1820 -4.9462 -6.4047
33 O 1.1270 -3.5499 -6.1155
34 H -0.4683 -4.8864 -7.7898
35 H -0.1359 -6.4997 -7.1294
36 H -0.9387 -5.2644 -6.1407
37 H 1.9447 -5.0983 -7.1686
38 H 1.4881 -5.4845 -5.5015
39 H 0.4583 -3.4138 -5.4324
40 C -2.9091 5.1576 8.9147
41 C -2.7619 3.7037 8.5088
42 O -1.3847 3.3418 8.3983
43 H -2.4231 5.8075 8.1859
44 H -3.9605 5.4385 8.9906
45 H -2.4291 5.3397 9.8791
46 H -3.2237 3.5303 7.5369
47 H -3.2426 3.0486 9.2423
48 H -0.9767 3.4843 9.2582
49 C 2.1920 -4.9014 -10.6718
50 C 3.5418 -4.4131 -10.1789
51 O 3.4889 -3.0188 -9.8873
52 H 1.8907 -4.3538 -11.5653
53 H 2.2233 -5.9672 -10.9058
54 H 1.4197 -4.7306 -9.9164
55 H 4.3038 -4.5644 -10.9420
56 H 3.8471 -4.9523 -9.2751
57 H 2.8210 -2.8884 -9.2060
58 C -5.2519 1.5672 -2.7262
59 C -5.0280 1.9159 -1.2673
60 O -4.1599 0.9680 -0.6444
61 H -5.6825 0.5692 -2.8173
62 H -5.9223 2.2841 -3.2021
63 H -4.3042 1.5604 -3.2719
64 H -5.9697 1.9018 -0.7211
65 H -4.5893 2.9144 -1.1713
66 H -3.3227 0.9854 -1.1173
67 C -4.3010 -3.2703 5.0846
68 C -2.9225 -2.8375 5.5459
69 O -2.9027 -1.4436 5.8582
70 H -4.6055 -2.7000 4.2059
71 H -4.3155 -4.3326 4.8368
72 H -5.0446 -3.0837 5.8628
73 H -2.1864 -3.0057 4.7601
74 H -2.6169 -3.4027 6.4317
75 H -3.5449 -1.2945 6.5601
76 C 4.3684 4.9075 1.9787
77 C 3.9951 5.1776 0.5337
78 O 3.8897 3.9556 -0.2024
79 H 5.3166 4.3702 2.0337
80 H 4.4588 5.8370 2.5411
81 H 3.6125 4.2801 2.4626
82 H 4.7573 5.7842 0.0490
83 H 3.0413 5.7099 0.4746
84 H 3.2083 3.4232 0.2167

Forces on atoms 1 to 2 (eV/Å):
-0.252 -0.032 0.335
-1.076 0.817 -1.006

Properties
- HOMO-LUMO gap (eV) = 6.87
- net charge = +1
- molar mass (g mol⁻¹) = 602.47
- LUMO (Eh) = -0.168
- HOMO energy (eV) = -11.4
- energy relative to the best compared isomer or geometry (same formula, charge and spin) (eV) = 0.0000


[7]
Computed, not measured: C12H16Cl5N2O3PbS as an isolated structure, with ωB97M-V/def2-TZVPD.

Cartesian coordinates (Å):
1 Pb 1.4052 0.0603 0.9049
2 Cl 1.1300 3.3260 2.7247
3 C 0.1958 2.1238 3.4576
4 C 0.1508 0.8483 2.8928
5 C -0.6250 -0.0940 3.5773
6 Cl -0.6490 -1.6791 2.9856
7 C -1.3731 0.2074 4.7507
8 Cl -2.3136 -0.9732 5.5230
9 C -1.3085 1.5138 5.2859
10 Cl -2.1608 1.9049 6.7047
11 C -0.5021 2.4821 4.6480
12 Cl -0.3754 4.0407 5.2937
13 C -0.5289 3.6738 -2.9778
14 O -0.7224 2.5147 -2.1534
15 C 0.1602 2.0945 -1.3040
16 O -0.0643 1.0348 -0.6959
17 N 1.3172 2.7746 -1.1283
18 N 2.2723 2.3064 -0.2047
19 H -1.4330 3.7516 -3.5804
20 H 0.3311 3.5388 -3.6357
21 H -0.4296 4.5848 -2.3842
22 H 1.4685 3.6702 -1.5799
23 H 2.4549 3.0139 0.5091
24 H 3.1524 2.0931 -0.6796
25 C -0.8849 -4.5423 -0.2264
26 C -1.6322 -3.6333 -1.1681
27 S -0.6582 -2.1112 -1.5890
28 O 0.1470 -1.7695 -0.3974
29 C 0.5588 -2.7347 -2.8555
30 C 1.4139 -1.6052 -3.3649
31 H -1.5324 -5.3911 0.0097
32 H -0.6521 -4.0482 0.7146
33 H 0.0346 -4.9250 -0.6618
34 H -2.5728 -3.2987 -0.7314
35 H -1.8431 -4.0967 -2.1333
36 H -0.0281 -3.1842 -3.6550
37 H 1.1708 -3.4859 -2.3527
38 H 0.8208 -0.8699 -3.9039
39 H 2.1539 -1.9896 -4.0712
40 H 1.9514 -1.1265 -2.5474

Forces on atoms 1 to 2 (eV/Å):
-0.246 -0.860 -1.537
-0.119 -0.023 0.120

Properties
- HOMO-LUMO gap (alpha / beta) (eV) = 2.28 / 2.46
- net charge = +3
- molar mass (g mol⁻¹) = 652.80
- LUMO (alpha / beta) (Eh) = -0.528 / -0.526
- HOMO energy (alpha / beta) (eV) = -16.7 / -16.8
- energy relative to the best compared isomer or geometry (same formula, charge and spin) (eV) = 1.4552


[8]
Computed, not measured: C20H30N4O7 as an isolated structure, with ωB97M-V/def2-TZVPD.

Cartesian coordinates (Å):
1 O -1.8967 -1.0817 5.8644
2 O 3.7484 3.7850 -3.6880
3 O 0.7467 6.5407 -3.4046
4 O 0.4274 -5.4860 5.6964
5 O -0.0348 4.9978 -1.9531
6 O 0.1241 0.7423 -0.0518
7 O -1.4556 3.4201 -3.8927
8 C -1.2340 -2.0941 5.7026
9 C 2.8475 2.9834 -3.4985
10 C 0.5372 5.3741 -3.1248
11 C -0.6475 -5.1585 5.2110
12 C -0.2602 -1.5798 0.4010
13 C 0.9680 -0.1854 1.9880
14 C -0.1296 -2.6817 1.2687
15 C 1.0957 -1.2886 2.8524
16 C 0.2816 -0.3298 0.7642
17 C 0.5409 -2.5351 2.4998
18 N -1.7628 -5.7346 5.6741
19 N 0.2080 2.4490 -8.2893
20 N 1.5127 3.0948 -3.7674
21 N -1.4157 -2.8209 4.5990
22 C -0.2285 -2.4934 6.7641
23 C -3.1461 -5.4432 5.2936
24 C 2.6742 1.9625 -2.4010
25 C 1.1635 2.1468 -2.7138
26 C 0.4116 3.3627 -7.1606
27 C 0.8049 4.3114 -4.2125
28 C -0.4488 2.9003 -5.9883
29 C -0.5472 3.9492 -4.8675
30 C 0.6130 -3.6998 3.4747
31 C -0.7350 -4.0460 4.1408
32 H -0.1048 5.8235 -1.4453
33 H 0.3153 1.5596 0.4098
34 H -1.3540 3.8922 -3.0423
35 H -0.7818 -1.6764 -0.5393
36 H 1.3833 0.7698 2.2691
37 H -0.5515 -3.6376 0.9928
38 H 1.6031 -1.1719 3.8004
39 H -1.6077 -6.4279 6.3914
40 H -0.7685 2.4386 -8.5834
41 H 0.8200 2.6879 -9.0702
42 H -2.0753 -2.4094 3.9583
43 H -0.5979 -3.3606 7.3064
44 H -0.1065 -1.6643 7.4594
45 H 0.7327 -2.7210 6.3107
46 H -3.2727 -5.5226 4.2122
47 H -3.8178 -6.1557 5.7769
48 H -3.4177 -4.4365 5.6191
49 H 3.0823 0.9763 -2.6321
50 H 2.9969 2.3036 -1.4149
51 H 0.6618 1.2414 -3.0754
52 H 0.5856 2.5665 -1.8857
53 H 1.4676 3.3718 -6.8719
54 H 0.1303 4.3792 -7.4553
55 H 1.4336 4.7926 -4.9688
56 H -0.0498 1.9602 -5.5963
57 H -1.4606 2.6979 -6.3515
58 H -0.9752 4.8676 -5.2869
59 H 0.9736 -4.5803 2.9415
60 H 1.3492 -3.4687 4.2442
61 H -1.3564 -4.4573 3.3461

Forces on atoms 1 to 2 (eV/Å):
-0.223 0.230 -0.064
-0.605 -1.043 -0.827

Properties
- HOMO-LUMO gap (eV) = 8.95
- molar mass (g mol⁻¹) = 438.48
- LUMO (Eh) = 0.007
- HOMO energy (eV) = -8.8


> Among the records above, which one has the lowest molar mass?

C3H7N3O


> Look up the molar mass of the third one.

118.24 g mol⁻¹


> Which value of molar mass does entry 6 give?

602.47 g mol⁻¹


> The highest molar mass belongs to which entry?

C31H41I2N6O6PReS3